Entry 1:
Formula: C24H68O10
Source: OMol25
Level of theory: the ωB97M-V functional and the def2-TZVPD basis

Cartesian coordinates (Å):
O  -1.432  -3.351  -2.529
O  2.499  4.621  0.095
O  -2.338  -0.200  -2.074
O  3.493  3.872  3.522
O  -0.865  4.350  -3.233
O  -3.181  2.173  -0.678
O  2.491  -3.885  2.279
O  2.810  -1.434  0.937
O  0.202  -0.390  1.309
O  -1.803  -2.276  -0.106
C  -0.189  1.033  -2.058
C  -1.006  5.044  -0.979
C  1.114  -3.958  2.078
C  -3.181  -2.443  0.272
C  0.715  -3.196  -3.644
C  -3.496  -1.367  1.371
C  -1.170  0.193  -2.857
C  -0.372  0.892  1.612
C  -0.270  -4.133  -3.017
C  2.074  3.272  0.305
C  0.653  -5.399  1.778
C  4.346  3.392  4.547
C  -4.170  2.970  -1.257
C  2.901  -1.488  -0.478
C  0.269  -3.299  3.179
C  0.236  1.422  2.891
C  -0.174  5.119  -2.221
C  0.316  -4.889  -1.837
C  3.606  3.683  5.807
C  -5.494  2.200  -1.554
C  -3.428  -3.858  0.720
C  3.204  2.355  0.114
C  -1.748  0.966  -4.053
C  4.172  -2.273  -0.828
H  3.957  4.097  2.692
H  -0.964  1.220  -4.748
H  0.336  0.369  -1.337
H  5.336  3.869  4.389
H  -5.343  1.384  -2.278
H  2.845  -2.991  2.077
H  1.983  -0.928  1.181
H  -2.836  -4.036  1.668
H  -2.549  0.443  -4.559
H  0.032  2.503  3.061
H  0.269  -2.831  -4.597
H  -5.997  1.793  -0.675
H  2.844  1.290  0.169
H  2.207  5.211  0.820
H  0.834  -3.382  1.188
H  -1.173  3.995  -0.654
H  -0.387  -5.312  1.536
H  1.301  3.066  -0.426
H  0.924  -2.377  -2.934
H  -4.480  3.738  -0.505
H  0.508  1.314  -2.828
H  -3.104  -4.626  -0.019
H  -0.436  -5.426  -1.230
H  -3.809  3.455  -2.190
H  4.271  3.412  6.682
H  3.126  -0.520  -0.882
H  -3.800  -2.155  -0.570
H  4.453  2.307  4.409
H  0.875  4.769  -2.030
H  -1.601  -2.905  -0.783
H  -0.729  4.808  -4.062
H  1.360  1.319  2.809
H  -0.487  -1.024  1.016
H  3.665  2.348  -0.865
H  -0.094  0.906  3.730
H  3.312  4.753  5.933
H  -0.525  5.600  -0.194
H  1.725  -3.555  -3.839
H  4.063  -3.263  -0.414
H  -3.544  -0.380  0.854
H  4.331  -2.274  -1.925
H  -2.010  -0.705  -1.229
H  4.980  -1.740  -0.395
H  -0.713  -4.772  -3.732
H  -0.088  1.625  0.842
H  1.217  -5.758  0.943
H  -1.991  5.425  -1.102
H  -0.635  1.926  -1.695
H  0.792  -4.130  -1.230
H  0.698  -5.996  2.699
H  -4.539  -3.998  0.888
H  2.672  3.107  5.878
H  -1.684  -2.709  -3.197
H  -2.981  1.337  -1.166
H  -2.781  -1.510  2.216
H  1.925  -1.778  -0.912
H  3.965  2.496  0.840
H  0.585  -2.295  3.423
H  1.690  3.103  1.303
H  0.278  -3.981  4.035
H  1.092  -5.567  -2.223
H  -0.139  6.162  -2.517
H  -0.761  -0.728  -3.221
H  -2.129  1.931  -3.737
H  -6.218  2.837  -2.053
H  -4.486  -1.502  1.764
H  -1.460  0.858  1.691
H  -0.767  -3.339  2.798

The HOMO-LUMO gap is 9.900 eV. For the relative energy (zero: lowest compared OMol25 entry of this formula, charge and spin), the calculation gives 62.7 kcal/mol. The value obtained for the calculated total energy is -1707.5218 Eh. As for the spin multiplicity: 1. As for the SMILES: CC(C)O.CC(C)O.CC(C)O.CC(C)O.CCO.CCO.CCO.CCO.CCO.CCO. The value obtained for the LUMO energy is 0.022 Eh.

---

Entry 2:
Formula: C4H5O2Zn
Source: OMol25
Level of theory: the ωB97M-V functional and the def2-TZVPD basis

Cartesian coordinates (Å):
Zn  -1.899  2.933  0.974
O  -1.305  1.802  -0.264
O  2.402  0.316  0.129
C  1.476  -0.450  0.354
C  -1.347  0.756  -0.834
C  0.749  -1.295  1.036
C  -0.900  -0.490  -0.971
H  2.154  1.221  -0.167
H  -2.080  -0.740  -1.138
H  0.251  -0.948  1.947
H  0.771  -2.354  0.758
H  -0.271  -0.750  -1.825

The HOMO-LUMO gap is 5.213 eV. Its charge is +3. For the relative energy (zero: lowest compared OMol25 entry of this formula, charge and spin), the calculation gives 74.2 kcal/mol. The value obtained for the calculated total energy is -2083.6469 Eh. As for the spin multiplicity: 1. The value obtained for the LUMO energy is -0.641 Eh.

---

Entry 3:
Formula: C13H40O13P5
Source: OMol25
Level of theory: the ωB97M-V functional and the def2-TZVPD basis

Cartesian coordinates (Å):
P  -3.841  1.965  1.848
P  -4.409  -0.024  3.127
P  -1.414  -0.090  -4.464
P  -3.253  -1.647  2.343
P  3.566  -0.500  3.296
O  -1.894  -1.733  2.919
O  -0.502  1.679  0.551
O  -1.107  2.546  1.516
O  -1.892  0.919  -3.517
O  -3.264  -1.458  0.742
O  -3.982  -3.073  2.544
O  -2.050  -1.528  -4.235
O  3.676  -0.429  1.719
O  3.082  -1.981  3.571
O  5.143  -0.713  3.588
O  0.108  -0.455  -4.122
O  -1.250  -0.022  -6.042
O  3.056  0.487  4.252
C  -4.048  -1.528  -5.666
C  -0.674  2.365  -6.235
C  -1.995  1.758  2.322
C  5.754  -0.747  5.941
C  -1.506  1.208  -6.753
C  3.252  0.760  1.007
C  5.794  0.008  4.626
C  3.953  2.013  1.491
C  1.097  -2.190  2.138
C  0.585  -0.565  -1.738
C  -3.475  -1.687  -4.271
C  0.772  0.196  -3.032
C  1.656  -2.246  3.541
H  -3.634  1.132  0.627
H  -1.269  1.004  -7.796
H  -4.006  -0.488  -5.995
H  6.409  -1.619  5.904
H  3.668  2.864  0.872
H  6.829  0.141  4.304
H  -3.671  -2.690  -3.894
H  -5.094  -1.839  -5.682
H  4.746  -1.104  6.153
H  -3.487  -2.127  -6.384
H  1.830  0.242  -3.298
H  -3.868  0.178  4.416
H  0.386  2.107  -6.245
H  0.915  0.035  -0.889
H  5.036  1.887  1.451
H  -0.831  3.248  -6.854
H  -3.937  -0.980  -3.578
H  2.169  0.868  1.095
H  -1.693  0.716  2.189
H  -5.243  2.078  1.525
H  -4.062  2.738  3.090
H  1.157  -1.495  -1.744
H  0.074  -2.560  2.124
H  1.715  -2.784  1.459
H  -3.547  3.188  1.115
H  0.421  1.223  -2.930
H  -1.859  2.005  3.381
H  -2.729  -0.675  0.532
H  1.523  -3.241  3.961
H  -1.133  1.702  -0.188
H  -2.571  1.445  -6.698
H  6.080  -0.107  6.764
H  1.075  -1.165  1.761
H  3.681  2.242  2.522
H  -0.460  -0.835  -1.585
H  3.480  0.575  -0.041
H  1.141  -1.541  4.196
H  -4.588  -3.277  1.821
H  5.358  1.002  4.738
H  -0.945  2.618  -5.210

The HOMO-LUMO gap is 6.332 eV. Its charge is -1. The value obtained for the calculated total energy is -3204.3418 Eh. As for the spin multiplicity: 1. The value obtained for the LUMO energy is 0.082 Eh.